The following is a DFT calculation (the ωB97M-V functional and the def2-TZVPD basis) of a cluster of 13 separate species, C50H99NO18S in total in a non-equilibrium geometry.

Summary:
LUMO energy   0.4 eV
E_HOMO   -8.6 eV
Net charge   0
HOMO-LUMO gap   8.99 eV
Multiplicity   1
DFT total energy   -102634.39265 eV
Strongest force on any atom   2.6 eV/Å

Bonds (Å) are listed after each position.
Cartesian coordinates (Å):
1 H -11.115 5.628 -6.419  C131 1.091
2 C -9.196 5.450 -5.479  C70 1.510, C131 1.510, O169 1.209
3 H 3.233 6.017 -0.191  C102 1.091
4 H -0.043 -7.253 -1.974  C29 1.091
5 C 0.908 5.600 -7.079  C25 1.509, H79 1.091, H103 1.088, H134 1.091
6 H 3.435 4.639 -1.288  C102 1.088
7 H -7.910 7.055 -4.912  C70 1.088
8 H 0.237 -4.695 13.425  C36 1.088
9 H -3.389 -3.589 12.963  C116 1.091
10 O -0.733 -3.584 11.404  C30 1.210
11 C -7.006 -1.627 -2.749  C27 1.504, O48 1.340, O138 1.176
12 C 5.215 -6.393 -5.864  H21 1.091, H74 1.088, H139 1.091, C153 1.511
13 O 0.214 -1.401 -4.511  C137 1.187
14 H -5.437 0.558 -3.678  C161 1.082
15 H -3.228 -3.595 11.198  C116 1.088
16 H 7.474 -3.438 8.434  C163 1.091
17 H 9.816 1.669 10.785  C156 1.091
18 C 3.460 0.186 4.189  C87 1.510, O143 1.211, C166 1.506
19 H 0.850 -3.048 3.213  C32 1.093
20 H -11.168 5.073 -4.725  C131 1.091
21 H 5.518 -6.310 -4.819  C12 1.091
22 H -2.321 1.035 -3.025  C76 1.092
23 H -0.899 -0.146 -6.302  C35 1.074
24 C 6.535 -1.955 7.207  O97 1.213, C149 1.508, C163 1.507
25 C 2.019 6.383 -7.736  C5 1.509, O129 1.209, C130 1.510
26 H -9.397 7.570 -5.728  C70 1.091
27 C -7.439 -1.866 -1.329  C11 1.504, H71 1.086, H112 1.079, H168 1.086
28 H -2.279 0.023 -5.253  C35 1.091
29 C -0.586 -6.522 -1.373  H4 1.091, C96 1.508, H105 1.091, H128 1.088
30 C -1.437 -4.101 12.241  O10 1.210, C36 1.510, C116 1.509
31 C 2.448 -4.787 9.025  C140 1.510, C150 1.508, O155 1.212
32 C 0.258 -3.360 2.349  H19 1.093, H54 1.085, H55 1.089, C69 1.507
33 H -0.618 1.136 -0.720  C47 1.084
34 C -5.143 3.144 -4.292  H39 1.091, H49 1.086, C126 1.541, C151 1.521
35 C -1.211 0.227 -5.344  H23 1.074, H28 1.091, H110 1.083, C137 1.506
36 C -0.848 -4.771 13.459  H8 1.088, C30 1.510, H45 1.091, H135 1.091
37 C 0.589 -0.168 -9.168  C60 1.509, H64 1.088, H114 1.091, H117 1.091
38 H -0.461 5.209 0.349  C81 1.087
39 H -4.488 2.787 -5.088  C34 1.091
40 H 2.069 -1.315 1.575  C136 1.091
41 H -3.310 -5.133 12.076  C116 1.091
42 H -6.136 3.357 -1.898  C93 1.090
43 H 1.943 -2.490 0.233  C136 1.091
44 H 1.113 -3.632 -2.332  C106 1.088
45 H -1.129 -5.826 13.478  C36 1.091
46 H 2.294 -4.489 -5.754  C141 1.088
47 C -1.273 1.768 -1.309  H33 1.084, C76 1.549, H83 1.084, O121 1.432
48 O -7.911 -0.973 -3.491  C11 1.340, C90 1.441
49 H -5.281 4.201 -4.501  C34 1.086
50 H 3.900 -3.891 -6.203  C141 1.091
51 O 1.314 3.622 -0.440  C95 1.210
52 H 1.880 2.191 -10.104  C119 1.091
53 H 11.265 1.701 9.764  C156 1.088
54 H 0.722 -4.218 1.875  C32 1.085
55 H -0.738 -3.641 2.688  C32 1.089
56 H 1.530 -3.774 10.672  C150 1.087
57 H 5.705 -3.546 8.356  C163 1.088
58 H 2.116 2.892 -8.493  C119 1.088
59 H 8.616 -1.505 6.963  C149 1.091
60 C 0.867 1.167 -8.519  C37 1.509, C119 1.508, O162 1.211
61 O -2.626 4.290 -0.763  S84 1.443
62 C 9.512 0.997 8.772  C115 1.510, O152 1.210, C156 1.510
63 H 7.653 0.424 7.897  C115 1.085
64 H -0.273 -0.631 -8.694  C37 1.088
65 H 2.486 -4.125 6.996  C140 1.088
66 H -6.594 2.104 -5.454  C126 1.088
67 H -0.343 -1.925 -2.108  C127 1.080
68 O 2.946 -6.809 -6.437  C153 1.209
69 C 0.148 -2.227 1.362  C32 1.507, O104 1.214, C136 1.505
70 C -8.977 6.867 -5.007  C2 1.510, H7 1.088, H26 1.091, H111 1.091
71 H -7.302 -0.950 -0.761  C27 1.086
72 H -6.698 -0.548 -5.095  C90 1.087
73 H -3.144 -1.500 -1.626  C113 1.084
74 H 5.360 -7.420 -6.193  C12 1.088
75 H 4.255 0.346 6.170  C166 1.089
76 C -1.277 1.213 -2.755  H22 1.092, C47 1.549, H107 1.082, N167 1.468
77 H 0.097 6.429 -0.806  C81 1.091
78 H 1.204 -0.884 0.087  C136 1.090
79 H -0.011 6.189 -7.077  C5 1.091
80 H 3.589 -4.469 -4.543  C141 1.091
81 C 0.405 5.773 0.011  H38 1.087, H77 1.091, H89 1.092, C95 1.508
82 H 0.703 -5.264 10.169  C150 1.089
83 H -0.803 2.743 -1.357  C47 1.084
84 S -3.135 3.121 -0.089  O61 1.443, O86 1.646, O121 1.634
85 H 7.518 -0.480 6.020  C149 1.088
86 O -4.724 3.010 -0.503  S84 1.646, C93 1.438
87 C 3.548 1.621 3.725  C18 1.510, H92 1.088, H109 1.091, H124 1.091
88 H -10.639 3.970 -6.009  C131 1.088
89 H 0.784 6.374 0.840  C81 1.092
90 C -7.335 -0.011 -4.396  O48 1.441, H72 1.087, H147 1.082, C161 1.540
91 H 2.229 -5.353 11.067  C150 1.090
92 H 3.607 1.648 2.638  C87 1.088
93 C -5.073 3.567 -1.783  H42 1.090, O86 1.438, H133 1.085, C151 1.525
94 H 1.547 8.374 -7.095  C130 1.091
95 C 1.474 4.822 -0.466  O51 1.210, C81 1.508, C102 1.510
96 C 0.214 -5.247 -1.266  C29 1.508, O99 1.212, C106 1.508
97 O 5.581 -1.235 7.414  C24 1.213
98 H 2.548 6.073 -1.837  C102 1.091
99 O 0.579 -4.818 -0.193  C96 1.212
100 H 2.475 0.429 6.073  C166 1.092
101 H -0.383 -4.238 -3.061  C106 1.091
102 C 2.757 5.431 -0.979  H3 1.091, H6 1.088, C95 1.510, H98 1.091
103 H 0.736 4.683 -7.638  C5 1.088
104 O -0.931 -1.763 1.055  C69 1.214
105 H -1.554 -6.317 -1.832  C29 1.091
106 C 0.538 -4.529 -2.552  H44 1.088, C96 1.508, H101 1.091, H120 1.092
107 H -0.939 1.993 -3.423  C76 1.082
108 H 2.958 1.392 -8.924  C119 1.091
109 H 2.662 2.171 4.045  C87 1.091
110 H -1.068 1.300 -5.377  C35 1.083
111 H -9.450 7.015 -4.035  C70 1.091
112 H -6.855 -2.662 -0.893  C27 1.079
113 C -2.449 -1.627 -2.449  H73 1.084, C127 1.552, H158 1.084, H165 1.087
114 H 0.376 -0.029 -10.229  C37 1.091
115 C 8.011 1.112 8.655  C62 1.510, H63 1.085, H142 1.091, H160 1.091
116 C -2.941 -4.107 12.114  H9 1.091, H15 1.088, C30 1.509, H41 1.091
117 H 1.451 -0.826 -9.050  C37 1.091
118 H 1.694 -2.999 8.114  C140 1.091
119 C 2.034 1.960 -9.048  H52 1.091, H58 1.088, C60 1.508, H108 1.091
120 H 1.130 -5.177 -3.201  C106 1.092
121 O -2.627 1.763 -0.843  C47 1.432, S84 1.634
122 H -3.404 3.432 -3.094  C151 1.089
123 H 10.010 2.934 9.544  C156 1.091
124 H 4.441 2.092 4.139  C87 1.091
125 H 0.864 -4.494 7.610  C140 1.091
126 C -6.452 2.338 -4.401  C34 1.541, H66 1.088, H159 1.085, C161 1.523
127 C -1.043 -1.106 -2.046  H67 1.080, C113 1.552, H154 1.088, N167 1.467
128 H -0.747 -6.932 -0.378  C29 1.088
129 O 2.579 5.976 -8.728  C25 1.209
130 C 2.403 7.697 -7.099  C25 1.510, H94 1.091, H132 1.088, H164 1.091
131 C -10.626 5.004 -5.670  H1 1.091, C2 1.510, H20 1.091, H88 1.088
132 H 3.210 8.153 -7.669  C130 1.088
133 H -5.003 4.650 -1.802  C93 1.085
134 H 1.186 5.345 -6.055  C5 1.091
135 H -1.208 -4.281 14.365  C36 1.091
136 C 1.429 -1.696 0.777  H40 1.091, H43 1.091, C69 1.505, H78 1.090
137 C -0.443 -0.451 -4.239  O13 1.187, C35 1.506, N167 1.413
138 O -5.951 -1.969 -3.141  C11 1.176
139 H 5.831 -5.734 -6.478  C12 1.091
140 C 1.829 -4.052 7.861  C31 1.510, H65 1.088, H118 1.091, H125 1.091
141 C 3.363 -4.624 -5.600  H46 1.088, H50 1.091, H80 1.091, C153 1.510
142 H 7.738 2.129 8.366  C115 1.091
143 O 3.461 -0.731 3.398  C18 1.211
144 H -6.745 1.069 -2.636  C161 1.089
145 H -4.150 1.913 -2.797  C151 1.081
146 H 3.314 -1.119 5.867  C166 1.087
147 H -8.136 0.478 -4.933  C90 1.082
148 H 7.812 -2.147 5.500  C149 1.091
149 C 7.700 -1.495 6.368  C24 1.508, H59 1.091, H85 1.088, H148 1.091
150 C 1.672 -4.791 10.318  C31 1.508, H56 1.087, H82 1.089, H91 1.090
151 C -4.376 2.952 -2.993  C34 1.521, C93 1.525, H122 1.089, H145 1.081
152 O 10.142 0.225 8.085  C62 1.210
153 C 3.758 -6.021 -6.010  C12 1.511, O68 1.209, C141 1.510
154 H -1.089 -0.840 -0.992  C127 1.088
155 O 3.518 -5.345 8.920  C31 1.212
156 C 10.193 1.885 9.785  H17 1.091, H53 1.088, C62 1.510, H123 1.091
157 H 6.675 -4.078 6.973  C163 1.091
158 H -2.409 -2.678 -2.714  C113 1.084
159 H -7.285 2.967 -4.104  C126 1.085
160 H 7.545 0.860 9.609  C115 1.091
161 C -6.424 1.000 -3.674  H14 1.082, C90 1.540, C126 1.523, H144 1.089
162 O 0.182 1.584 -7.612  C60 1.211
163 C 6.606 -3.347 7.779  H16 1.091, C24 1.507, H57 1.088, H157 1.091
164 H 2.743 7.532 -6.075  C130 1.091
165 H -2.877 -1.077 -3.283  C113 1.087
166 C 3.371 -0.051 5.674  C18 1.506, H75 1.089, H100 1.092, H146 1.087
167 N -0.511 -0.032 -2.892  C76 1.468, C127 1.467, C137 1.413
168 H -8.498 -2.105 -1.336  C27 1.086
169 O -8.268 4.705 -5.694  C2 1.209

Mulliken atomic charge list, values in e, 5 entries: number 1, H, carries 0.3483; number 2, C, carries 0.8744; number 3, H, carries 0.3570; number 4, H, carries 0.3480; number 5, C, carries -0.8934